No. 1
This record from the OMol25 dataset describes CH3N2OP in the gas phase. The level of theory is ωB97M-V with the def2-TZVPD basis set.

Computed properties:
Charge: 0
E (Ha): -565.7986
Highest occupied orbital energy (alpha / beta) (eV): -6.5163 / -10.2118
Spin multiplicity: 3
LUMO level (alpha / beta) (eV): 0.78 / -3.19
Energy relative to the best compared isomer or geometry (same formula, charge and spin) (kJ/mol): 155.5

Each line ends with the Mulliken spin population.
Geometry (Å):
C (0.709418, 0.285620, 0.298849)  -0.02
N (0.924181, -1.090343, -0.013596)  0.01
N (-0.383290, -0.223652, -0.363810)  0.34
O (-2.422860, 0.889041, 0.083904)  0.58
P (-2.020439, -0.486197, -0.248620)  1.05
H (0.549064, 0.615748, 1.343241)  0.01
H (1.114213, 1.254528, -0.193379)  0.02
H (1.529710, -1.244748, -0.906590)  0.01

Atoms 1-2, force components in eV/Å:
0.11 3.93 1.34
-0.47 0.29 -1.48

***

No. 2
This record from the OMol25 dataset describes CH3N2P as an isolated structure. The level of theory is ωB97M-V with the def2-TZVPD basis set.

Computed properties:
Charge: 0
E (Ha): -490.7010
Highest occupied orbital energy (eV): -10.6010
Spin multiplicity: 1
LUMO level (eV): -0.69
Energy relative to the best compared isomer or geometry (same formula, charge and spin) (kJ/mol): 109.2

Each line ends with the natural charge from an NBO analysis.
Geometry (Å):
C (-1.581786, 0.042489, -0.815482)  -0.05
N (-2.358397, -0.649215, -0.355783)  -0.47
N (0.984597, 0.171661, 0.816022)  -1.13
P (0.584479, 0.992413, -0.635490)  0.88
H (1.057225, -0.869648, 0.788679)  0.41
H (0.468311, 0.390808, 1.682105)  0.41
H (0.845571, -0.078509, -1.480050)  -0.04

Atoms 1-2, force components in eV/Å:
4.09 2.54 -0.48
-1.82 -1.39 0.72

***

No. 3
This record from the OMol25 dataset describes CH3N2PS in the gas phase. The level of theory is ωB97M-V with the def2-TZVPD basis set.

Computed properties:
Charge: 0
SMILES: N#CP(N)S
E (Ha): -888.9406
Highest occupied orbital energy (eV): -9.8655
Spin multiplicity: 1
LUMO level (eV): 0.08
Energy relative to the best compared isomer or geometry (same formula, charge and spin) (kJ/mol): 70.6

Each line ends with the natural charge from an NBO analysis.
Geometry (Å):
N (0.975622, 2.318463, 1.004587)  -0.28
C (0.496868, 1.441735, 0.423173)  -0.11
P (0.029931, 0.127386, -0.755066)  0.90
N (-1.552842, -0.176087, -0.110427)  -1.16
S (1.710976, -1.172193, 0.132478)  -0.30
H (-1.561974, -0.120922, 0.953588)  0.41
H (-2.127351, -0.946325, -0.629661)  0.42
H (2.028770, -1.472057, -1.018671)  0.11

Atoms 1-2, force components in eV/Å:
-0.45 -0.45 -0.16
0.09 0.22 -0.36

***

No. 4
This record from the OMol25 dataset describes CH3N3 as an isolated structure. The level of theory is ωB97M-V with the def2-TZVPD basis set.

Computed properties:
Charge: +2
E (Ha): -203.2337
Highest occupied orbital energy (eV): -26.6777
Spin multiplicity: 1
LUMO level (eV): -14.60
Energy relative to the best compared isomer or geometry (same formula, charge and spin) (kJ/mol): 118.8

Each line ends with the natural charge from an NBO analysis.
Geometry (Å):
C (0.355971, -0.003708, 0.076051)  0.32
N (0.610197, -2.408127, 0.211516)  0.64
N (0.389944, -1.342460, 0.132709)  0.04
N (-0.630152, 0.755198, -0.125556)  -0.48
H (1.613511, 0.605863, 0.168546)  0.45
H (-0.754008, 1.829726, -0.308502)  0.55
H (-1.585463, 0.563509, -0.154764)  0.48

Atoms 1-2, force components in eV/Å:
4.65 6.62 -0.37
0.10 -0.94 0.00

***

No. 5
This record from the OMol25 dataset describes an isolated ion of composition CH3N3 and charge +2. The level of theory is ωB97M-V with the def2-TZVPD basis set.

Computed properties:
Charge: +2
SMILES: N#[N+]C=[NH2+]
E (Ha): -203.2626
Highest occupied orbital energy (eV): -26.6320
Spin multiplicity: 1
LUMO level (eV): -14.58
Energy relative to the best compared isomer or geometry (same formula, charge and spin) (kJ/mol): 43.0

Each line ends with the natural charge from an NBO analysis.
Geometry (Å):
N (0.599276, -2.271260, -0.760910)  0.64
N (0.406394, -1.233852, -0.454888)  0.04
C (0.337367, 0.103685, -0.171815)  0.33
N (-0.577410, 0.732257, 0.412587)  -0.49
H (1.443351, 0.643092, -0.395798)  0.40
H (-0.730666, 1.774931, 0.433059)  0.54
H (-1.478312, 0.251147, 0.937766)  0.54

Atoms 1-2, force components in eV/Å:
-0.10 0.40 0.07
-0.47 -2.55 0.09

***

No. 6
This record from the OMol25 dataset describes CH3N3O2S in the gas phase. The level of theory is ωB97M-V with the def2-TZVPD basis set.

Computed properties:
Charge: 0
SMILES: [H]/N=C(\S)N[N+](=O)[O-]
E (Ha): -752.6915
Highest occupied orbital energy (eV): -9.9408
Spin multiplicity: 1
LUMO level (eV): -0.12
Energy relative to the best compared isomer or geometry (same formula, charge and spin) (kJ/mol): 366.6

Each line ends with the natural charge from an NBO analysis.
Geometry (Å):
H (-1.430502, 2.017248, 0.090154)  0.38
N (-0.618155, 1.439705, 0.061679)  -0.67
C (-0.550203, 0.157092, -0.069216)  0.32
S (-2.004689, -0.964499, -0.185251)  -0.08
N (0.561602, -0.656379, 0.077959)  -0.50
N (1.873616, -0.164644, -0.043347)  0.65
O (2.008849, 1.009347, -0.259196)  -0.31
O (2.720752, -1.043803, -0.006523)  -0.38
H (-2.888856, -0.185153, 0.484779)  0.16
H (0.327590, -1.608917, -0.151039)  0.42

Atoms 1-2, force components in eV/Å:
-0.94 -0.61 -0.37
2.31 -3.01 -0.07

***

No. 7
This record from the OMol25 dataset describes CH3N3O2S in the gas phase. The level of theory is ωB97M-V with the def2-TZVPD basis set.

Computed properties:
Charge: 0
SMILES: [O-][N+]1=NN(O)CS1
E (Ha): -752.6374
Highest occupied orbital energy (eV): -9.4164
Spin multiplicity: 1
LUMO level (eV): -0.09
Energy relative to the best compared isomer or geometry (same formula, charge and spin) (kJ/mol): 508.6

Each line ends with the natural charge from an NBO analysis.
Geometry (Å):
O (-0.685288, 1.119175, 2.506049)  -0.37
N (-0.388059, 0.617753, 1.465710)  0.26
N (0.662997, 0.819350, 0.762921)  -0.13
N (0.637005, 0.208627, -0.476568)  -0.04
O (1.530178, -0.911065, -0.430520)  -0.57
C (-0.685008, -0.303242, -0.843974)  -0.42
S (-1.773712, -0.265622, 0.622135)  0.30
H (2.341986, -0.382460, -0.656216)  0.49
H (-1.236349, 0.342287, -1.668518)  0.22
H (-0.403749, -1.244804, -1.281021)  0.25

Atoms 1-2, force components in eV/Å:
0.45 0.40 1.31
-0.75 -0.13 -2.09

***

No. 8
This record from the OMol25 dataset describes CH3N3O2S in the gas phase. The level of theory is ωB97M-V with the def2-TZVPD basis set.

Computed properties:
Charge: 0
E (Ha): -752.6134
Highest occupied orbital energy (eV): -9.3846
Spin multiplicity: 1
LUMO level (eV): -0.54
Energy relative to the best compared isomer or geometry (same formula, charge and spin) (kJ/mol): 571.8

Each line ends with the natural charge from an NBO analysis.
Geometry (Å):
C (0.281029, -0.922914, 0.214766)  -0.41
N (0.092772, 1.443554, 0.859232)  -0.12
N (0.613312, 0.533323, 0.442526)  0.17
N (-1.800420, 0.021843, -0.565487)  -0.12
O (-2.922898, 0.462972, -0.720162)  -0.29
O (1.971275, 0.590889, -0.261347)  -0.71
S (-1.482211, -1.155694, 0.470226)  0.51
H (0.436673, -1.016066, -0.784973)  0.26
H (0.756861, -1.370691, 1.006314)  0.25
H (2.053610, 1.412783, -0.661099)  0.47

Atoms 1-2, force components in eV/Å:
-2.51 2.48 1.54
-1.15 1.51 1.13

***

Please write out number 8 again, unchanged.
This record from the OMol25 dataset describes CH3N3O2S in the gas phase. The level of theory is ωB97M-V with the def2-TZVPD basis set.

Computed properties:
Charge: 0
E (Ha): -752.6134
Highest occupied orbital energy (eV): -9.3846
Spin multiplicity: 1
LUMO level (eV): -0.54
Energy relative to the best compared isomer or geometry (same formula, charge and spin) (kJ/mol): 571.8

Each line ends with the natural charge from an NBO analysis.
Geometry (Å):
C (0.281029, -0.922914, 0.214766)  -0.41
N (0.092772, 1.443554, 0.859232)  -0.12
N (0.613312, 0.533323, 0.442526)  0.17
N (-1.800420, 0.021843, -0.565487)  -0.12
O (-2.922898, 0.462972, -0.720162)  -0.29
O (1.971275, 0.590889, -0.261347)  -0.71
S (-1.482211, -1.155694, 0.470226)  0.51
H (0.436673, -1.016066, -0.784973)  0.26
H (0.756861, -1.370691, 1.006314)  0.25
H (2.053610, 1.412783, -0.661099)  0.47

Atoms 1-2, force components in eV/Å:
-2.51 2.48 1.54
-1.15 1.51 1.13

***

- Look up the E of the third one.
  -888.9406 Ha

***

- The highest energy relative to the best compared isomer or geometry (same formula, charge and spin) belongs to which entry?
  number 8